1.
{"formula": "C20H8Cl36F9N2O4S", "method": "the ωB97M-V functional and the def2-TZVPD basis", "e_homo_ev": -12.56, "fmax_ha_per_bohr": 0.0759, "charge": 1, "elements": ["C", "C", "C", "C", "C", "O", "O", "N", "C", "S", "O", "O", "C", "F", "F", "C", "F", "F", "F", "C", "N", "C", "F", "F", "C", "F", "F", "H", "H", "H", "H", "H", "H", "H", "H", "C", "Cl", "Cl", "Cl", "Cl", "C", "Cl", "Cl", "Cl", "Cl", "C", "Cl", "Cl", "Cl", "Cl", "C", "Cl", "Cl", "Cl", "Cl", "C", "Cl", "Cl", "Cl", "Cl", "C", "Cl", "Cl", "Cl", "Cl", "C", "Cl", "Cl", "Cl", "Cl", "C", "Cl", "Cl", "Cl", "Cl", "C", "Cl", "Cl", "Cl", "Cl"], "positions_angstrom": [[3.00, -0.90, 1.10], [1.85, -1.09, 0.12], [0.77, -0.24, 0.29], [-0.34, -0.33, -0.57], [-1.48, 0.67, -0.35], [-2.28, 0.40, 0.51], [-1.42, 1.76, -1.13], [-2.67, 2.33, -1.41], [-0.31, -1.33, -1.55], [-1.71, -1.58, -2.67], [-1.27, -2.21, -3.88], [-2.33, -0.33, -2.98], [-2.94, -2.69, -1.83], [-4.00, -2.87, -2.61], [-3.38, -2.07, -0.71], [-2.36, -4.09, -1.38], [-3.28, -5.03, -1.42], [-1.27, -4.44, -2.08], [-1.98, -3.96, -0.09], [0.78, -2.16, -1.68], [1.85, -2.03, -0.87], [3.01, -2.93, -1.06], [3.21, -3.68, 0.04], [2.73, -3.81, -2.04], [4.33, -2.18, -1.49], [4.10, -0.88, -1.82], [4.92, -2.79, -2.52], [3.82, -1.61, 0.98], [2.56, -0.88, 2.11], [3.41, 0.11, 0.91], [0.79, 0.49, 1.09], [-2.88, 3.11, -0.80], [-3.41, 1.64, -1.43], [0.72, -2.92, -2.47], [5.03, -2.23, -0.64], [3.03, 1.09, 5.04], [1.79, 1.05, 6.30], [2.27, 1.42, 3.47], [4.20, 2.36, 5.40], [3.86, -0.48, 4.97], [4.40, 1.09, -4.72], [3.30, 1.32, -3.34], [4.50, 2.59, -5.65], [6.01, 0.67, -4.12], [3.77, -0.20, -5.75], [0.20, 1.86, -6.00], [-1.48, 2.12, -6.47], [0.92, 3.40, -5.51], [0.25, 0.72, -4.64], [1.10, 1.18, -7.36], [0.30, -2.78, 7.28], [1.83, -2.08, 6.74], [-0.49, -3.59, 5.91], [0.59, -3.94, 8.57], [-0.75, -1.48, 7.87], [-2.85, 2.93, 3.39], [-3.77, 1.49, 3.83], [-3.82, 4.38, 3.70], [-1.36, 3.00, 4.35], [-2.44, 2.86, 1.66], [-4.01, -2.10, -7.34], [-3.14, -0.65, -6.82], [-5.70, -1.71, -7.64], [-3.27, -2.72, -8.83], [-3.91, -3.34, -6.08], [-6.88, 1.78, 6.35], [-5.98, 3.10, 5.57], [-7.80, 0.90, 5.12], [-5.73, 0.68, 7.14], [-7.98, 2.44, 7.56], [8.61, -2.09, -1.27], [7.68, -3.47, -0.65], [7.52, -0.98, -2.12], [9.39, -1.25, 0.07], [9.84, -2.68, -2.39], [-4.31, 8.38, 4.14], [-5.24, 6.94, 4.60], [-5.27, 9.83, 4.45], [-2.82, 8.44, 5.10], [-3.90, 8.29, 2.43]]}

2.
{"formula": "H36O18Tl", "method": "the ωB97M-V functional and the def2-TZVPD basis", "e_homo_ev": -18.61, "fmax_ha_per_bohr": 0.0514, "charge": 3, "elements": ["Tl", "O", "H", "H", "O", "H", "H", "O", "H", "H", "O", "H", "H", "O", "H", "H", "O", "H", "H", "O", "H", "H", "O", "H", "H", "O", "H", "H", "O", "H", "H", "O", "H", "H", "O", "H", "H", "O", "H", "H", "O", "H", "H", "O", "H", "H", "O", "H", "H", "O", "H", "H", "O", "H", "H"], "positions_angstrom": [[-0.17, 0.95, -0.72], [0.82, -1.24, -0.36], [1.44, -1.86, -0.04], [0.03, -1.75, -0.37], [-1.60, 1.83, 4.35], [-1.30, 2.38, 5.06], [-2.52, 1.61, 4.56], [0.74, -3.66, 1.31], [1.12, -3.50, 2.20], [0.60, -4.65, 1.36], [-1.99, 3.49, 0.81], [-2.05, 4.46, 0.83], [-1.84, 3.26, 1.73], [1.16, -2.10, -3.50], [2.13, -2.20, -3.60], [0.79, -2.99, -3.48], [-0.79, -3.94, 4.21], [-0.67, -3.66, 5.13], [-1.51, -4.57, 4.33], [1.81, 0.99, -6.13], [2.40, 1.71, -6.43], [2.07, 0.21, -6.69], [-0.96, 2.96, -1.57], [-1.29, 2.75, -2.46], [-1.77, 3.23, -1.17], [-1.72, 0.43, 0.91], [-1.24, 0.60, 1.75], [-1.84, -0.55, 0.94], [-1.42, -2.26, 1.02], [-1.23, -3.11, 0.65], [-1.86, -2.60, 1.83], [-0.45, 1.69, -4.71], [-0.65, 0.76, -4.91], [0.14, 1.84, -5.47], [2.27, -2.63, 3.79], [3.24, -2.58, 3.68], [2.10, -3.11, 4.60], [-2.89, 0.73, -2.22], [-3.25, 1.20, -2.99], [-3.59, 0.95, -1.54], [0.28, -0.47, 2.39], [-0.04, -1.27, 1.96], [0.81, -0.79, 3.13], [2.80, 2.70, 2.12], [2.54, 3.65, 2.21], [3.24, 2.51, 2.95], [-0.61, -0.62, -2.33], [0.16, -1.14, -2.81], [-1.48, -1.05, -2.59], [1.46, 1.42, -2.14], [1.03, 1.61, -2.99], [2.42, 1.59, -2.12], [0.91, 1.99, 0.92], [1.87, 2.15, 1.30], [0.35, 2.66, 1.30]]}

3.
{"formula": "C28H28GeN5OSZn", "method": "the ωB97M-V functional and the def2-TZVPD basis", "e_homo_ev": [-14.06, -14.56], "fmax_ha_per_bohr": 0.1255, "de_lowest_kcal_mol": 10.0, "spin_multiplicity": 2, "s2": 0.967, "charge": 2, "elements": ["Zn", "C", "C", "N", "C", "S", "N", "N", "C", "C", "C", "C", "C", "C", "C", "N", "H", "H", "H", "H", "H", "H", "H", "H", "H", "H", "H", "H", "H", "O", "N", "C", "C", "C", "C", "C", "C", "Ge", "C", "C", "C", "C", "C", "C", "C", "C", "C", "C", "C", "C", "H", "H", "H", "H", "H", "H", "H", "H", "H", "H", "H", "H", "H", "H", "H"], "positions_angstrom": [[0.85, -2.07, 0.00], [5.93, 0.74, -1.34], [4.52, 1.30, -1.51], [3.69, 1.22, -0.32], [2.68, 0.32, -0.06], [1.99, -0.70, -1.40], [2.33, 0.25, 1.22], [1.27, -0.52, 1.54], [1.58, -1.54, 2.52], [2.32, -1.02, 3.70], [0.34, -2.41, 2.70], [-0.19, -2.79, 3.94], [-1.32, -3.59, 4.00], [-1.90, -3.96, 2.79], [-1.37, -3.54, 1.60], [-0.28, -2.77, 1.57], [6.47, 0.86, -2.28], [5.92, -0.32, -1.06], [6.47, 1.30, -0.58], [3.99, 0.81, -2.31], [4.54, 2.37, -1.76], [4.01, 1.71, 0.51], [3.08, -0.31, 3.34], [2.80, -1.79, 4.29], [1.62, -0.49, 4.36], [0.30, -2.45, 4.87], [-1.77, -3.88, 4.95], [-2.85, -4.51, 2.77], [-1.80, -3.79, 0.64], [3.63, -2.04, 1.44], [2.59, -2.70, 1.73], [1.49, 4.23, -2.69], [0.70, 4.43, -1.58], [-0.19, 3.47, -1.15], [-0.33, 2.28, -1.85], [0.55, 2.03, -2.90], [1.43, 3.01, -3.35], [-1.42, 0.77, -1.09], [-2.39, -0.41, -2.42], [-2.98, -1.60, -1.97], [-3.62, -2.45, -2.87], [-3.62, -2.16, -4.23], [-2.95, -1.04, -4.68], [-2.32, -0.19, -3.79], [-2.40, 1.09, 0.64], [-1.69, 1.52, 1.78], [-2.34, 1.78, 2.97], [-3.69, 1.49, 3.09], [-4.38, 0.94, 2.02], [-3.73, 0.74, 0.80], [2.16, 5.02, -3.04], [0.77, 5.38, -1.04], [-0.76, 3.68, -0.25], [0.57, 1.06, -3.39], [2.07, 2.82, -4.22], [-3.00, -1.87, -0.92], [-4.11, -3.35, -2.48], [-4.15, -2.81, -4.94], [-2.94, -0.80, -5.75], [-1.82, 0.70, -4.18], [-0.61, 1.67, 1.73], [-1.80, 2.19, 3.84], [-4.20, 1.68, 4.04], [-5.44, 0.70, 2.10], [-4.31, 0.32, -0.04]]}

4.
{"formula": "C12H20N4O2Pd", "method": "the ωB97M-V functional and the def2-TZVPD basis", "e_homo_ev": -5.93, "fmax_ha_per_bohr": 0.0080, "charge": 0, "elements": ["Pd", "C", "C", "C", "C", "C", "C", "H", "H", "H", "H", "H", "H", "N", "C", "C", "C", "C", "N", "C", "N", "N", "C", "O", "O", "H", "H", "H", "H", "H", "H", "H", "H", "H", "H", "H", "H", "H", "H"], "positions_angstrom": [[0.80, -2.57, 0.48], [0.98, -4.45, 1.38], [-0.25, -4.55, 2.11], [-1.42, -4.92, 1.51], [-1.44, -5.22, 0.12], [-0.29, -5.09, -0.62], [0.93, -4.66, -0.02], [1.91, -4.48, 1.93], [-0.23, -4.35, 3.17], [-2.33, -4.99, 2.09], [-2.36, -5.54, -0.36], [-0.30, -5.32, -1.68], [1.85, -4.81, -0.58], [0.69, -0.37, 1.30], [-0.39, 0.40, 0.69], [-0.39, 1.90, 1.05], [0.90, 2.68, 0.81], [1.37, 2.71, -0.64], [0.27, 2.98, -1.56], [-0.26, 4.13, -1.81], [-1.41, 4.17, -2.52], [0.27, 5.30, -1.40], [-0.42, 0.10, -0.84], [-1.11, 0.91, -1.56], [0.20, -0.88, -1.23], [0.66, -0.34, 2.31], [1.60, -0.07, 0.99], [-1.33, -0.02, 1.06], [-0.64, 1.98, 2.12], [-1.22, 2.37, 0.52], [1.71, 2.28, 1.43], [0.74, 3.71, 1.16], [1.77, 1.74, -0.93], [2.19, 3.43, -0.79], [-0.39, 2.10, -1.67], [-1.88, 3.29, -2.66], [-1.97, 5.00, -2.53], [1.20, 5.30, -1.00], [-0.02, 6.16, -1.84]]}

5.
{"formula": "C2H5N3S2", "method": "the ωB97M-V functional and the def2-TZVPD basis", "e_homo_ev": -8.45, "fmax_ha_per_bohr": 0.0243, "smiles": "C=NSC(=S)NN", "de_lowest_kcal_mol": 65.1, "charge": 0, "elements": ["C", "N", "S", "C", "S", "N", "N", "H", "H", "H", "H", "H"], "positions_angstrom": [[-1.55, -1.99, 0.25], [-0.79, -0.99, 0.08], [-0.29, -0.08, 1.47], [0.33, 1.43, 0.77], [0.17, 2.76, 1.69], [0.86, 1.44, -0.47], [1.30, 0.37, -1.21], [-1.85, -2.35, 1.23], [-1.84, -2.56, -0.65], [1.09, 2.37, -0.86], [0.55, -0.20, -1.59], [2.01, -0.19, -0.72]]}

6.
{"formula": "H18NO7", "method": "the ωB97M-V functional and the def2-TZVPD basis", "e_homo_ev": -14.37, "fmax_ha_per_bohr": 0.0384, "de_lowest_kcal_mol": 43.9, "charge": 1, "elements": ["N", "H", "H", "H", "H", "H", "H", "O", "H", "H", "O", "H", "H", "O", "H", "H", "O", "H", "H", "O", "H", "H", "O", "H", "H", "O"], "positions_angstrom": [[-1.43, -0.14, 0.76], [-0.95, -1.05, 0.59], [-1.00, 0.34, 1.54], [-1.32, 0.41, -0.11], [-2.35, -0.32, 1.16], [0.69, 2.77, -3.32], [0.57, 2.87, -1.81], [0.34, 2.30, -2.56], [-2.42, 3.12, 2.16], [-1.22, 2.42, 2.67], [-2.10, 2.22, 2.32], [-1.14, 1.49, -1.95], [-2.59, 1.44, -2.32], [-2.01, 1.18, -1.59], [3.37, -3.50, -0.12], [2.45, -3.97, 0.85], [2.47, -3.28, 0.17], [-1.82, -3.56, -0.40], [-1.37, -4.00, 1.08], [-1.43, -3.29, 0.44], [1.67, -1.75, -0.31], [1.34, -0.24, 0.10], [0.97, -1.12, -0.01], [3.10, 1.28, -0.27], [3.48, 2.38, 0.66], [2.69, 1.99, 0.27]]}

Copy entry 3 word for word.
{"formula": "C28H28GeN5OSZn", "method": "the ωB97M-V functional and the def2-TZVPD basis", "e_homo_ev": [-14.06, -14.56], "fmax_ha_per_bohr": 0.1255, "de_lowest_kcal_mol": 10.0, "spin_multiplicity": 2, "s2": 0.967, "charge": 2, "elements": ["Zn", "C", "C", "N", "C", "S", "N", "N", "C", "C", "C", "C", "C", "C", "C", "N", "H", "H", "H", "H", "H", "H", "H", "H", "H", "H", "H", "H", "H", "O", "N", "C", "C", "C", "C", "C", "C", "Ge", "C", "C", "C", "C", "C", "C", "C", "C", "C", "C", "C", "C", "H", "H", "H", "H", "H", "H", "H", "H", "H", "H", "H", "H", "H", "H", "H"], "positions_angstrom": [[0.85, -2.07, 0.00], [5.93, 0.74, -1.34], [4.52, 1.30, -1.51], [3.69, 1.22, -0.32], [2.68, 0.32, -0.06], [1.99, -0.70, -1.40], [2.33, 0.25, 1.22], [1.27, -0.52, 1.54], [1.58, -1.54, 2.52], [2.32, -1.02, 3.70], [0.34, -2.41, 2.70], [-0.19, -2.79, 3.94], [-1.32, -3.59, 4.00], [-1.90, -3.96, 2.79], [-1.37, -3.54, 1.60], [-0.28, -2.77, 1.57], [6.47, 0.86, -2.28], [5.92, -0.32, -1.06], [6.47, 1.30, -0.58], [3.99, 0.81, -2.31], [4.54, 2.37, -1.76], [4.01, 1.71, 0.51], [3.08, -0.31, 3.34], [2.80, -1.79, 4.29], [1.62, -0.49, 4.36], [0.30, -2.45, 4.87], [-1.77, -3.88, 4.95], [-2.85, -4.51, 2.77], [-1.80, -3.79, 0.64], [3.63, -2.04, 1.44], [2.59, -2.70, 1.73], [1.49, 4.23, -2.69], [0.70, 4.43, -1.58], [-0.19, 3.47, -1.15], [-0.33, 2.28, -1.85], [0.55, 2.03, -2.90], [1.43, 3.01, -3.35], [-1.42, 0.77, -1.09], [-2.39, -0.41, -2.42], [-2.98, -1.60, -1.97], [-3.62, -2.45, -2.87], [-3.62, -2.16, -4.23], [-2.95, -1.04, -4.68], [-2.32, -0.19, -3.79], [-2.40, 1.09, 0.64], [-1.69, 1.52, 1.78], [-2.34, 1.78, 2.97], [-3.69, 1.49, 3.09], [-4.38, 0.94, 2.02], [-3.73, 0.74, 0.80], [2.16, 5.02, -3.04], [0.77, 5.38, -1.04], [-0.76, 3.68, -0.25], [0.57, 1.06, -3.39], [2.07, 2.82, -4.22], [-3.00, -1.87, -0.92], [-4.11, -3.35, -2.48], [-4.15, -2.81, -4.94], [-2.94, -0.80, -5.75], [-1.82, 0.70, -4.18], [-0.61, 1.67, 1.73], [-1.80, 2.19, 3.84], [-4.20, 1.68, 4.04], [-5.44, 0.70, 2.10], [-4.31, 0.32, -0.04]]}